Below is a structure of composition C42H54F3N7OSZr, with properties calculated with ωB97M-V/def2-TZVPD.

Atoms and positions in Å:
Zr (0.440, -0.004, -0.583)
C (1.398, 4.406, 0.171)
C (1.402, 2.928, 0.013)
N (0.357, 2.210, -0.193)
N (-0.873, 2.845, -0.255)
C (-1.819, 2.086, 0.240)
N (-3.070, 2.561, 0.230)
S (-1.575, 0.485, 0.948)
C (2.648, 2.143, 0.212)
C (3.860, 2.738, 0.492)
C (4.940, 1.931, 0.844)
C (4.758, 0.566, 0.923)
C (3.517, 0.038, 0.594)
N (2.493, 0.800, 0.223)
H (0.383, 4.784, 0.215)
H (1.906, 4.862, -0.683)
H (1.940, 4.697, 1.071)
H (-3.237, 3.499, -0.097)
H (-3.813, 2.052, 0.674)
H (3.958, 3.812, 0.458)
H (5.899, 2.376, 1.070)
H (5.559, -0.097, 1.219)
H (3.336, -1.026, 0.624)
C (0.328, -1.719, -2.331)
C (-0.440, -0.621, -2.832)
C (0.502, 0.455, -3.047)
C (1.785, -0.053, -2.678)
C (1.699, -1.405, -2.307)
C (2.841, -2.412, -2.265)
C (4.200, -1.713, -2.322)
C (2.689, -3.255, -3.544)
C (2.770, -3.358, -1.066)
C (0.440, 1.768, -3.850)
C (1.647, 2.666, -3.528)
C (0.603, 1.382, -5.333)
C (-0.818, 2.615, -3.649)
C (-1.935, -0.811, -3.193)
C (-2.915, -0.028, -2.309)
C (-2.176, -0.463, -4.666)
C (-2.309, -2.292, -3.033)
H (-0.070, -2.702, -2.138)
H (2.711, 0.485, -2.813)
H (4.350, -1.213, -3.280)
H (4.999, -2.448, -2.214)
H (4.328, -0.967, -1.538)
H (2.704, -2.626, -4.435)
H (1.756, -3.819, -3.541)
H (3.513, -3.966, -3.618)
H (2.830, -2.834, -0.111)
H (3.598, -4.065, -1.109)
H (1.845, -3.936, -1.066)
H (2.583, 2.278, -3.930)
H (1.776, 2.825, -2.457)
H (1.486, 3.641, -3.987)
H (1.502, 0.780, -5.475)
H (0.712, 2.291, -5.926)
H (-0.239, 0.825, -5.730)
H (-0.777, 3.176, -2.715)
H (-1.732, 2.036, -3.639)
H (-0.896, 3.331, -4.468)
H (-2.687, 1.036, -2.256)
H (-2.938, -0.424, -1.292)
H (-3.918, -0.123, -2.726)
H (-2.063, 0.594, -4.882)
H (-3.203, -0.734, -4.914)
H (-1.516, -1.025, -5.328)
H (-2.241, -2.615, -1.991)
H (-1.696, -2.948, -3.652)
H (-3.345, -2.421, -3.346)
F (-6.197, -6.358, 2.268)
C (-5.610, -5.420, 3.016)
F (-6.564, -4.769, 3.691)
F (-4.828, -6.042, 3.919)
C (-4.792, -4.463, 2.178)
C (-4.992, -4.345, 0.818)
C (-4.199, -3.445, 0.117)
N (-3.254, -2.695, 0.679)
C (-3.104, -2.801, 2.000)
C (-3.837, -3.664, 2.792)
H (-5.734, -4.938, 0.303)
H (-4.328, -3.332, -0.953)
H (-2.359, -2.155, 2.456)
H (-3.677, -3.709, 3.861)
C (1.244, -4.401, 4.422)
N (0.809, -3.955, 3.105)
N (1.212, -2.754, 2.581)
C (0.608, -2.597, 1.383)
O (0.780, -1.485, 0.736)
C (-0.137, -3.734, 1.110)
C (0.003, -4.558, 2.218)
C (-0.623, -5.883, 2.482)
C (2.016, -1.794, 3.278)
C (3.356, -2.079, 3.495)
C (4.145, -1.136, 4.136)
C (3.594, 0.079, 4.526)
C (2.252, 0.351, 4.289)
C (1.447, -0.592, 3.666)
H (1.107, -3.597, 5.142)
H (2.284, -4.717, 4.402)
H (0.610, -5.239, 4.697)
H (-0.754, -3.910, 0.248)
H (-1.082, -6.252, 1.568)
H (-1.404, -5.796, 3.240)
H (0.108, -6.616, 2.820)
H (3.774, -3.020, 3.162)
H (5.188, -1.348, 4.328)
H (4.212, 0.812, 5.025)
H (1.826, 1.294, 4.601)
H (0.402, -0.388, 3.468)

The calculation puts the total energy at -2835.9079 Eh. The largest force on an atom is 0.02016 Eh/bohr. As for the gap between HOMO and LUMO: 7.6 eV. The LUMO energy comes out at -6.049 eV. Its net charge is +2.

These are the Löwdin partial charges, in e, on atoms 1 to 6: 1.6617, 0.0097, -0.2613, -0.1376, 0.0106, -0.8243